1.
C19H24IrN2O2S4 | the ωB97M-V functional and the def2-TZVPD basis

Results
Lowest unoccupied orbital energy, eV: 2.4
Gap between HOMO and LUMO, Eh: 0.235
M, g/mol: 632.90
Net charge: -1
Relative energy (zero: lowest compared OMol25 entry of this formula, charge and spin), kJ/mol: 64.3

Cartesian coordinates (Å):
Ir 0.704 -0.691 0.795
C 1.708 2.271 0.620
N 0.477 1.450 0.634
C -0.250 1.546 -0.659
C 0.449 0.707 -1.717
N 0.547 -0.742 -1.351
C -0.663 -1.497 -1.745
C 1.768 -1.280 -1.956
C 1.792 -1.703 -3.277
C 2.976 -2.133 -3.857
C 4.144 -2.125 -3.105
C 4.125 -1.693 -1.792
C 2.937 -1.261 -1.195
S 2.933 -0.682 0.459
C -0.319 1.901 1.783
C -1.098 3.042 1.696
C -1.815 3.484 2.797
C -1.729 2.777 3.989
C -0.942 1.643 4.075
C -0.220 1.178 2.974
S 0.745 -0.292 3.079
H 1.450 3.319 0.441
H 2.400 1.911 -0.137
H 2.191 2.170 1.590
H -0.293 2.584 -1.010
H -1.263 1.185 -0.473
H 1.470 1.064 -1.855
H -0.067 0.807 -2.678
H -0.859 -1.400 -2.817
H -1.509 -1.111 -1.179
H -0.515 -2.536 -1.464
H 0.882 -1.706 -3.861
H 2.984 -2.476 -4.883
H 5.074 -2.468 -3.543
H 5.032 -1.698 -1.199
H -1.166 3.584 0.760
H -2.445 4.360 2.718
H -2.299 3.099 4.852
H -0.903 1.071 4.993
C -4.053 0.781 -0.894
O -4.505 -0.500 -0.495
C -3.824 -1.198 0.464
S -4.433 -2.715 0.763
S -2.433 -0.497 1.155
H -4.804 1.142 -1.597
H -3.083 0.722 -1.395
H -3.962 1.460 -0.045
C 0.533 -3.386 1.952
O 0.520 -2.653 0.762
H 0.544 -4.454 1.702
H -0.355 -3.184 2.565
H 1.423 -3.178 2.563

=====

2.
ClH2NOS | the ωB97M-V functional and the def2-TZVPD basis

Results
Lowest unoccupied orbital energy, eV: -0.3
Gap between HOMO and LUMO, Eh: 0.382
M, g/mol: 99.54
Net charge: 0
Relative energy (zero: lowest compared OMol25 entry of this formula, charge and spin), kJ/mol: 9.7

Cartesian coordinates (Å):
N 0.920 0.023 0.218
O -0.830 -1.624 -0.462
S -0.645 -0.553 0.598
Cl -1.797 1.148 -0.101
H 1.021 0.978 0.546
H 1.331 0.028 -0.799

=====

3.
C4H9NO2 | the ωB97M-V functional and the def2-TZVPD basis

Results
Lowest unoccupied orbital energy, eV: 0.2
Gap between HOMO and LUMO, Eh: 0.277
M, g/mol: 103.12
Net charge: 0
Relative energy (zero: lowest compared OMol25 entry of this formula, charge and spin), kJ/mol: 348.0

Cartesian coordinates (Å):
C -2.282 -0.878 -0.195
C 2.199 -0.235 -0.537
N -2.579 0.363 0.031
C 0.845 0.800 1.303
C 2.025 0.598 0.693
O -0.314 0.270 0.917
O -2.026 -1.435 -1.367
H -2.049 -0.793 -2.092
H -2.068 -1.526 0.640
H -2.730 0.957 -0.780
H -1.511 0.807 0.617
H 0.820 1.383 2.229
H 2.906 1.060 1.119
H 2.781 -1.142 -0.340
H 1.225 -0.529 -0.929
H 2.759 0.301 -1.309

=====

4.
C6H28O8 | the ωB97M-V functional and the def2-TZVPD basis

Results
Lowest unoccupied orbital energy, eV: -0.1
Gap between HOMO and LUMO, Eh: 0.341
M, g/mol: 228.28
Net charge: 0
Relative energy (zero: lowest compared OMol25 entry of this formula, charge and spin), kJ/mol: 932.2

Cartesian coordinates (Å):
O 1.429 1.762 -1.858
H 1.152 2.669 -1.846
H 2.286 1.590 -1.511
H 0.631 1.097 -1.425
O -0.249 0.235 -0.586
H 0.166 -0.178 0.225
C -3.298 1.554 -1.802
O -1.913 1.779 -2.057
H -3.618 0.865 -2.429
H -4.003 2.346 -1.849
H -3.362 1.106 -0.763
H -1.500 1.101 -1.408
C -0.811 0.656 2.716
O -1.169 1.572 1.657
H -0.968 -0.375 2.565
H -1.448 0.936 3.477
H 0.265 0.650 3.051
H -0.803 1.072 0.857
C 3.146 -1.413 1.275
O 2.901 -1.993 2.482
H 3.291 -2.331 0.695
H 4.157 -0.797 1.044
H 2.255 -1.015 0.776
H 2.123 -2.624 2.548
C -1.663 -2.060 -3.194
O -0.295 -1.563 -2.867
H -1.618 -3.056 -2.571
H -1.732 -2.287 -4.294
H -2.330 -1.430 -2.615
H -0.291 -0.800 -2.336
C -1.533 -2.509 0.710
O -2.406 -1.467 0.377
H -1.599 -2.661 1.891
H -0.521 -2.204 0.571
H -1.685 -3.488 0.196
H -2.024 -0.539 0.284
C 2.507 2.286 1.551
O 3.226 2.476 0.370
H 2.874 1.559 2.230
H 1.637 1.913 1.362
H 2.532 3.141 1.840
H 4.251 2.428 0.678

=====

5.
C13H26CrN4OS2 | the ωB97M-V functional and the def2-TZVPD basis

Results
Lowest unoccupied orbital energy (spin up / spin down), eV: -11.4 / -10.3
Gap between HOMO and LUMO (spin up / spin down), Eh: 0.292 / 0.331
M, g/mol: 370.51
Net charge: +3
Multiplicity: 4
Relative energy (zero: lowest compared OMol25 entry of this formula, charge and spin), kJ/mol: 16.4

Cartesian coordinates (Å):
Cr -0.423 -0.147 0.156
C -1.314 -2.864 -0.744
C -2.528 -2.003 -0.445
N -2.206 -1.123 0.724
C -2.213 -1.878 2.025
C -1.163 -1.368 2.988
S 0.461 -1.143 2.200
C 0.866 -2.784 1.501
C 1.081 -2.687 -0.001
N -0.071 -2.016 -0.693
H -1.404 -3.337 -1.720
H -1.207 -3.663 -0.016
H -3.406 -2.615 -0.242
H -2.763 -1.359 -1.291
H -2.943 -0.422 0.774
H -2.055 -2.932 1.813
H -3.197 -1.801 2.486
H -1.045 -2.040 3.839
H -1.403 -0.382 3.391
H 0.082 -3.484 1.785
H 1.785 -3.115 1.981
H 1.228 -3.684 -0.420
H 1.977 -2.107 -0.217
H 0.229 -1.839 -1.651
S -2.858 2.601 -2.586
C -3.069 2.942 -0.930
C -2.377 2.057 -0.177
N -1.650 1.132 -0.918
C -1.807 1.342 -2.216
H -3.698 3.755 -0.591
H -2.347 2.052 0.906
H -1.321 0.750 -2.981
C 3.831 3.064 -1.024
N 2.957 1.908 -0.712
C 3.513 0.563 -0.922
C 1.760 2.073 -0.240
C 1.226 3.435 0.047
O 1.014 1.034 0.009
H 4.615 2.727 -1.693
H 4.285 3.452 -0.113
H 3.274 3.852 -1.519
H 4.596 0.630 -0.913
H 3.196 0.163 -1.885
H 3.201 -0.095 -0.116
H 1.902 3.981 0.706
H 0.252 3.363 0.519
H 1.137 4.011 -0.876

=====

6.
C5H8N2 | the ωB97M-V functional and the def2-TZVPD basis

Results
Lowest unoccupied orbital energy (spin up / spin down), eV: 0.7 / 0.7
Gap between HOMO and LUMO (spin up / spin down), Eh: 0.311 / 0.311
M, g/mol: 96.13
Net charge: 0
Relative energy (zero: lowest compared OMol25 entry of this formula, charge and spin), kJ/mol: 299.7

Cartesian coordinates (Å):
C 1.931 1.211 -1.301
N 0.950 0.879 -0.291
C -0.148 0.907 2.373
N -0.742 0.144 1.614
C -0.797 -0.532 0.522
C -1.728 -1.692 0.326
C 0.172 -0.107 -0.492
H 1.902 0.560 -2.190
H 1.787 2.249 -1.624
H 2.935 1.152 -0.862
H -0.527 1.921 2.518
H -2.474 -1.724 1.124
H -2.254 -1.615 -0.632
H -1.188 -2.648 0.330
H 0.182 -0.706 -1.415

=====

Per-record strongest force on any atom, eV/Å: 0.724, 5.156, 2.298, 11.141, 0.453, 0.750